No. 1
Molecular formula: C47H39BrEuN6O3
Method: DFT, the ωB97M-V functional and the def2-TZVPD basis

## Properties
HOMO energy (spin up / spin down) in eV: -4.197 / -3.870
Spin multiplicity: 8
Strongest force on any atom in eV/A: 1.7
Gap between HOMO and LUMO (spin up / spin down) in eV: 4.59 / 2.70
E_tot in eV: -153821.3547

Structure (XYZ):
```
97
Properties=species:S:1:pos:R:3:forces:R:3
Eu -0.64020 0.85998 -1.16691 -0.7 1.0 0.2
C 2.05674 2.90890 -4.12542 0.1 0.1 -0.3
C 1.55737 2.15344 -5.19780 0.0 0.1 -0.1
C 0.96557 0.94628 -4.96357 -0.1 -0.2 -0.2
C 0.87053 0.45124 -3.63727 0.1 -0.4 0.1
N 1.26198 1.23817 -2.59816 1.1 0.5 -0.3
C 1.85442 2.41590 -2.86418 -0.2 -0.5 0.3
C 0.43260 -0.88069 -3.34107 0.7 0.7 0.5
C 0.39682 -1.91571 -4.26541 0.2 -0.1 -1.3
C -0.03414 -3.18673 -3.91415 -0.9 0.4 0.7
C -0.71309 -3.32714 -2.69831 0.1 -1.5 -0.7
C -0.74775 -2.29502 -1.78943 0.2 0.8 0.9
N 0.29361 -1.25221 -1.93198 -0.6 -1.1 -0.6
C -1.74900 -2.17762 -0.76350 0.2 -0.2 0.1
C -2.34593 -3.32771 -0.18844 0.0 -0.1 -0.3
C -3.34221 -3.19197 0.73927 -0.1 0.0 0.1
C -3.77010 -1.91119 1.11514 0.0 -0.2 0.0
C -3.12976 -0.84394 0.53667 0.2 0.3 -0.1
N -2.13666 -0.94736 -0.35543 -0.3 -0.3 0.3
H 2.55251 3.85637 -4.27530 0.0 0.0 0.0
H 1.62638 2.53433 -6.20903 0.0 0.0 0.0
H 0.55062 0.36929 -5.77710 0.0 0.0 0.0
H 2.17704 2.98513 -1.99944 0.0 0.0 0.0
H 0.69771 -1.71636 -5.28661 0.1 0.0 0.1
H -0.02165 -3.99198 -4.63386 0.1 -0.1 0.0
H -1.34953 -4.19045 -2.54576 0.1 0.0 0.0
H -1.98653 -4.30616 -0.47466 0.0 0.0 0.0
H -3.79096 -4.06976 1.18843 0.0 0.0 0.0
H -4.56584 -1.75856 1.82903 0.0 0.0 0.0
H -3.43032 0.16956 0.78604 0.0 0.0 0.0
C 2.52869 -0.20220 5.89149 0.0 0.0 0.0
O 1.28627 -0.29484 5.20719 0.0 0.0 0.0
C 0.73906 -1.53130 5.01503 0.1 0.0 0.0
C 0.80045 -2.57100 5.92755 0.0 0.0 0.0
C 0.15465 -3.77257 5.65416 0.0 0.0 0.0
C -0.57770 -3.92147 4.48999 0.0 0.0 0.0
C -0.65967 -2.87167 3.58314 -0.1 0.0 0.0
C 0.02808 -1.69017 3.81779 0.0 0.0 0.0
N 0.00693 -0.59429 2.93111 -0.2 -0.2 0.0
C 0.33778 -0.58863 1.60272 0.2 0.4 0.1
N 0.51634 -1.79849 0.98461 0.1 -0.2 -0.1
C 1.58737 -1.98709 0.05105 -0.1 0.2 0.2
C 1.52940 -1.69961 -1.31154 -0.1 0.0 0.0
C 2.67815 -1.88848 -2.07911 0.0 0.1 0.0
C 3.82678 -2.40996 -1.51868 0.0 0.0 0.0
C 3.87795 -2.76251 -0.17679 0.0 0.0 0.0
C 2.75401 -2.53939 0.59906 0.1 0.1 0.1
O 2.68718 -2.79270 1.94155 -0.1 -0.1 -0.1
C 3.74228 -3.53473 2.52604 0.0 0.0 0.0
N 0.47972 0.51765 0.93467 0.5 -0.3 1.2
C 0.31507 1.73357 1.65695 0.0 -0.2 0.2
C -0.97837 2.15997 1.98068 0.0 0.0 0.1
C -1.21151 3.31142 2.70582 0.1 0.1 0.0
C -0.12487 4.07182 3.12160 0.0 0.0 0.0
C 1.16054 3.67605 2.80230 0.0 0.0 0.0
C 1.40276 2.51078 2.07275 0.0 0.1 -0.1
O 2.71431 2.21679 1.87337 0.0 -0.1 0.1
C 3.13323 1.44244 0.74915 0.0 0.0 0.0
H 2.52266 -0.74837 6.83346 0.0 0.0 0.0
H 2.68517 0.85290 6.09684 0.0 0.0 0.0
H 3.33571 -0.57525 5.25694 0.0 0.0 0.0
H 1.34115 -2.45259 6.85537 0.0 0.0 0.0
H 0.20916 -4.58069 6.37125 0.0 0.0 0.0
H -1.10703 -4.84328 4.29041 0.0 0.0 0.0
H -1.28790 -2.96328 2.70437 0.0 0.0 0.0
H 0.08614 0.31023 3.37516 0.0 0.0 0.0
H 0.50762 -2.56060 1.64819 -0.1 0.0 0.0
H 2.65609 -1.62742 -3.12528 0.0 -0.1 0.0
H 4.70059 -2.55754 -2.13999 0.0 0.0 0.0
H 4.77946 -3.17675 0.24911 0.0 0.0 0.0
H 4.66026 -2.94333 2.57389 0.0 0.0 0.0
H 3.93213 -4.45536 1.97010 0.0 0.0 0.0
H 3.41539 -3.77902 3.53384 0.0 0.0 0.0
H -1.80956 1.53874 1.66247 0.0 0.0 0.0
H -2.22302 3.61685 2.93553 0.0 0.0 0.0
H -0.27920 4.98057 3.68827 0.0 0.0 0.0
H 2.01986 4.25692 3.11124 0.0 0.0 0.0
H 4.18078 1.69678 0.60192 0.0 0.0 0.0
H 2.56533 1.69152 -0.14677 0.0 0.0 0.0
H 3.03558 0.37382 0.93374 0.0 0.0 0.0
Br -0.60330 3.90993 -0.91218 -0.3 0.3 -0.1
C -2.20288 4.25957 -1.93793 0.1 0.0 0.0
C -2.63815 5.54978 -1.92216 -0.1 0.0 -0.1
C -3.76187 5.89796 -2.70430 0.0 0.0 0.0
C -4.36415 4.95350 -3.48091 0.0 0.0 0.0
C -3.90065 3.61366 -3.49804 0.0 0.0 0.0
C -4.50628 2.64771 -4.33950 0.0 0.0 0.0
C -4.05382 1.36133 -4.33979 0.0 -0.1 0.0
C -3.00537 0.97477 -3.46861 -0.1 0.1 0.0
C -2.35720 1.84764 -2.61920 -0.5 0.7 -0.4
C -2.80723 3.20620 -2.67884 -0.1 0.1 -0.1
H -2.12417 6.29662 -1.33374 0.0 0.0 0.0
H -4.12241 6.91833 -2.69200 0.0 0.0 0.0
H -5.20941 5.21592 -4.10724 0.0 0.0 0.0
H -5.32315 2.95513 -4.98270 0.0 0.0 0.0
H -4.50671 0.62742 -4.99814 0.0 0.0 0.0
H -2.71467 -0.07779 -3.49024 0.0 0.0 0.0
```
Positions in Å, forces in eV/Å.

***

No. 2
Molecular formula: C47H39CdF10N8S
Method: DFT, the ωB97M-V functional and the def2-TZVPD basis

## Properties
HOMO energy in eV: -2.555
Spin multiplicity: 1
Relative energy (zero: lowest compared OMol25 entry of this formula, charge and spin) in kJ/mol: 40.0
Strongest force on any atom in eV/A: 0.6
Gap between HOMO and LUMO in eV: 3.67
Total charge: -1
E_tot in eV: -103864.6317

Structure (XYZ):
```
106
Properties=species:S:1:pos:R:3:forces:R:3
Cd 0.25565 0.19867 0.29681 0.1 0.0 0.5
C 1.37524 -3.93277 5.73088 0.0 0.0 0.0
C 0.57628 -3.00143 4.85929 0.0 0.0 0.0
C -0.67142 -3.35132 4.34866 0.0 0.0 0.0
C -1.37256 -2.51228 3.50129 0.0 0.0 0.0
C -0.88157 -1.24609 3.09049 0.1 -0.1 -0.1
N -1.43484 -0.49749 2.08491 0.0 0.0 0.0
C -2.81781 -0.50485 2.02883 0.0 0.0 0.0
C -3.55422 -0.55962 3.23740 0.0 0.0 0.0
C -4.91834 -0.70979 3.30991 0.0 0.0 0.0
C -5.67162 -0.79634 2.14311 0.0 0.0 0.0
C -7.16468 -0.98239 2.17306 0.0 0.0 0.0
C -4.99413 -0.63539 0.95042 0.0 0.0 0.0
C -3.61314 -0.42704 0.85808 0.0 0.0 0.0
N -3.11072 -0.12379 -0.44635 0.0 0.0 0.1
C -3.85383 0.07672 -1.57277 0.0 0.0 0.0
C -3.04189 0.59204 -2.53991 0.0 0.0 0.0
C -1.79113 0.70533 -1.92345 0.0 -0.1 0.0
N -1.84166 0.28217 -0.67232 0.1 0.0 -0.1
C 0.31709 -0.85952 3.74458 0.0 0.0 -0.1
C 1.04254 -1.72992 4.54507 0.0 0.0 0.0
N 0.77477 0.48232 3.65885 -0.1 0.0 0.0
C 1.14024 1.27132 4.69680 0.0 0.0 0.0
C 1.40744 2.51763 4.18507 0.0 0.0 0.0
C 1.16655 2.39367 2.80577 0.0 0.0 0.0
N 0.78818 1.16262 2.50308 0.2 0.0 0.0
H 0.85107 -4.87957 5.87054 0.0 0.0 0.0
H 1.55293 -3.50675 6.72107 0.0 0.0 0.0
H 2.35327 -4.15211 5.29637 0.0 0.0 0.0
H -1.10283 -4.31424 4.61013 0.0 0.0 0.0
H -2.33334 -2.83437 3.11689 0.0 0.0 0.0
H -2.98706 -0.49619 4.15729 0.0 0.0 0.0
H -5.40146 -0.75596 4.28037 0.0 0.0 0.0
H -7.46120 -1.68572 2.95330 0.0 0.0 0.0
H -7.53476 -1.36419 1.22062 0.0 0.0 0.0
H -7.68184 -0.03968 2.37112 0.0 0.0 0.0
H -5.58012 -0.66639 0.04416 0.0 0.0 0.0
H -4.89953 -0.15531 -1.62013 0.0 0.0 0.0
H -3.29079 0.80983 -3.56180 0.0 0.0 0.0
H -0.85385 1.03610 -2.34442 0.0 0.0 0.0
H 1.99344 -1.38474 4.93866 0.0 0.0 0.0
H 1.15033 0.88584 5.70205 0.0 0.0 0.0
H 1.72605 3.39312 4.72319 0.0 0.0 0.0
H 1.24626 3.12433 2.01727 0.0 0.0 0.0
S 0.70999 3.80293 -2.47063 0.0 0.0 0.0
C -0.51621 4.25450 -1.29935 0.0 0.0 0.0
C -1.43733 5.27952 -1.36769 0.0 0.0 0.0
C -2.37978 5.41045 -0.34789 0.0 0.0 0.0
C -2.39002 4.50422 0.70644 0.0 0.0 0.0
C -1.46196 3.47248 0.78072 0.0 0.1 0.0
C -0.49594 3.34678 -0.22037 0.0 0.0 -0.2
N 0.47240 2.38377 -0.28145 -0.2 0.4 0.2
C 1.18076 2.42569 -1.44483 -0.3 -0.1 0.1
C 2.09207 1.46881 -1.76575 0.1 -0.1 -0.1
C 2.64031 1.36692 -3.09288 0.1 0.0 0.0
C 3.17387 0.21934 -3.55216 0.0 0.0 0.0
C 3.21722 -0.93333 -2.67150 0.0 0.1 0.0
C 2.90079 -0.83835 -1.36921 0.2 0.2 -0.1
C 2.43922 0.42218 -0.73014 -0.2 -0.4 -0.1
H -1.44039 5.96236 -2.20904 0.0 0.0 0.0
H -3.11215 6.20672 -0.38985 0.0 0.0 0.0
H -3.14030 4.59477 1.48335 0.0 0.0 0.0
H -1.48851 2.75416 1.59225 0.0 0.0 0.0
H 2.57174 2.23121 -3.74788 0.0 0.0 0.0
H 3.54211 0.14187 -4.56705 0.0 0.0 0.0
H 3.51714 -1.89557 -3.07406 0.0 0.0 0.0
H 3.03204 -1.71491 -0.76081 0.0 -0.1 0.2
F 3.53202 -1.34253 1.35657 -0.3 -0.1 -0.1
C 3.68953 -0.00230 1.46554 -0.2 0.1 0.0
C 3.21487 0.86783 0.46366 0.4 0.0 0.0
C 3.57484 2.20114 0.73536 0.0 0.0 0.0
F 3.37699 3.18923 -0.14807 0.1 0.1 0.0
C 4.16807 2.62058 1.91597 0.0 0.0 0.0
F 4.40603 3.92501 2.10535 0.0 0.1 0.0
C 4.50609 1.72731 2.90532 0.0 -0.1 0.0
F 5.03422 2.13405 4.07097 0.0 0.0 0.0
C 4.26736 0.39120 2.65402 0.0 0.1 0.0
F 4.59884 -0.53164 3.57450 0.0 0.0 0.0
C -1.40091 -4.61559 0.37466 0.0 -0.1 0.0
C -1.12737 -3.12363 0.10582 0.0 0.0 -0.1
N 0.31215 -2.88477 0.05783 0.4 -0.1 -0.1
C 0.98183 -3.41394 1.24022 -0.2 0.0 0.0
C 0.86928 -4.95533 1.28061 -0.1 0.0 0.0
N -0.09669 -5.35173 0.20178 0.0 0.1 0.0
C 0.51173 -5.03406 -1.13648 -0.1 -0.1 -0.1
C 0.87878 -3.53787 -1.12680 -0.1 0.1 0.0
H -2.10782 -5.05008 -0.33142 0.0 0.0 0.0
H -1.73060 -4.80783 1.39640 0.0 0.0 0.0
H -1.56623 -2.50878 0.88721 0.0 0.0 0.0
H -1.54669 -2.82268 -0.85302 0.0 0.0 0.0
H 0.51043 -3.00937 2.12611 0.0 0.1 0.1
H 2.02106 -3.10899 1.23278 0.2 0.0 0.0
H 0.47078 -5.31335 2.23045 0.0 0.0 0.0
H 1.80611 -5.46607 1.05926 0.0 0.0 0.0
H -0.27662 -6.34829 0.25990 0.0 0.0 0.0
H -0.23285 -5.26536 -1.89855 0.0 0.0 0.0
H 1.37133 -5.69301 -1.25692 0.0 0.0 0.0
H 0.47460 -3.07315 -2.01163 0.0 0.2 -0.2
H 1.95424 -3.39051 -1.13341 0.0 -0.1 0.1
F -2.08300 -2.89160 -3.03575 -0.1 0.0 0.0
C -1.39127 -1.89105 -3.83737 0.2 -0.3 0.1
F -0.34762 -1.51521 -2.92374 -0.1 0.1 -0.2
C -0.63202 -2.79364 -4.80016 0.0 0.0 0.0
F 0.07090 -3.84651 -4.22458 0.0 0.1 -0.1
F 0.27955 -2.10680 -5.50657 0.0 -0.1 0.0
F -1.46938 -3.38259 -5.68089 0.1 0.0 0.1
```
Positions in Å, forces in eV/Å.